#one
{"formula": "C5H14N2O", "method": "the ωB97M-V functional and the def2-TZVPD basis", "species": ["H", "C", "H", "H", "H", "C", "H", "H", "H", "N", "H", "N", "H", "H", "H", "C", "C", "O", "C", "H", "H", "H"], "coordinates": [[-1.608, 2.028, -0.050], [-1.597, 0.433, -1.502], [1.167, -0.065, -0.822], [0.165, -1.530, -1.531], [1.817, 1.121, 0.151], [1.126, 0.255, 0.222], [1.257, -1.737, 1.202], [2.087, 0.645, 2.726], [-0.146, 2.111, -1.010], [1.824, -0.312, 2.584], [-1.711, -1.127, -0.024], [-0.217, 0.732, 0.583], [-2.600, -1.519, -1.480], [-0.099, 1.446, 1.305], [0.992, -0.526, 3.115], [-1.687, -1.056, -1.109], [-0.878, 1.415, -0.591], [-0.692, -1.925, -1.652], [1.717, -0.753, 1.218], [-2.612, 0.769, -1.707], [-1.050, 0.419, -2.453], [2.745, -0.824, 0.827]], "mulliken_charge": [0.377, -0.582, 0.503, 0.287, 0.379, -0.864, 0.331, 0.223, 0.355, -0.578, 0.330, -0.328, 0.341, 0.300, 0.238, -0.547, -0.630, -0.529, -0.602, 0.405, 0.279, 0.311], "total_charge": 0, "orbital_gap_ev": 9.92, "e_lumo_ev": 0.9, "mol_weight_g_mol": 118.2, "smiles": "NCCNCCCO"}

#two
{"formula": "C5H14N2O", "method": "the ωB97M-V functional and the def2-TZVPD basis", "species": ["H", "H", "N", "H", "C", "H", "H", "H", "C", "H", "H", "C", "H", "C", "H", "H", "H", "C", "H", "H", "N", "O"], "coordinates": [[0.908, -1.521, -0.569], [-1.102, -2.885, 0.947], [-0.059, 1.163, -1.113], [0.648, 0.972, -1.883], [-0.404, -1.937, 1.115], [-0.813, -1.602, -0.791], [2.010, -0.569, 1.992], [-1.304, -0.039, -2.842], [0.065, 0.380, 0.144], [-0.719, 0.808, 0.818], [-1.007, -1.392, 1.868], [-1.406, 1.529, -1.565], [0.523, -2.130, 1.641], [0.030, -1.266, -0.157], [1.564, 1.890, 0.580], [-2.158, 1.715, -0.717], [1.114, 0.628, 2.554], [1.484, 0.784, 0.590], [-1.509, 2.463, -2.172], [2.346, 0.250, -0.090], [1.697, 0.320, 1.934], [-1.906, 0.439, -2.286]], "mulliken_charge": [0.508, 0.293, -0.335, 0.274, -1.015, 0.229, 0.218, 0.344, 0.097, 0.369, 0.295, -0.292, 0.230, -0.639, 0.355, 0.194, 0.187, -0.781, 0.233, 0.294, -0.501, -0.554], "total_charge": 0, "orbital_gap_ev": 9.21, "e_lumo_ev": 1.0, "mol_weight_g_mol": 118.2, "smiles": "CC[C@@H](CN)NCO"}

#three
{"formula": "C5H14N2O", "method": "the ωB97M-V functional and the def2-TZVPD basis", "species": ["C", "H", "H", "C", "H", "N", "N", "H", "H", "H", "H", "H", "H", "C", "C", "H", "C", "O", "H", "H", "H", "H"], "coordinates": [[1.566, -0.301, 0.537], [-2.603, 0.353, 1.336], [-1.530, 0.833, -2.383], [0.934, -0.608, -0.711], [-0.393, -0.301, -3.120], [-0.025, 0.210, -1.105], [-0.734, 0.888, 1.331], [1.611, -1.649, -2.449], [0.282, -2.454, -1.617], [2.217, -1.074, 0.932], [-1.477, 2.450, 2.565], [2.065, 0.667, 0.556], [0.499, 0.113, 1.215], [-0.606, 1.785, 2.452], [-0.934, -0.060, -2.203], [-0.461, 1.260, 3.408], [1.198, -1.878, -1.462], [-1.784, -0.082, 1.615], [1.917, -2.496, -0.931], [0.268, 2.418, 2.269], [-1.613, -0.886, -1.968], [-0.399, 0.811, -0.268]], "mulliken_charge": [-1.261, 0.284, 0.353, 0.985, 0.325, -0.190, -0.653, 0.331, 0.346, 0.378, 0.264, 0.281, 0.448, -0.891, -1.028, 0.289, -1.355, -0.458, 0.350, 0.306, 0.333, 0.561], "total_charge": 0, "orbital_gap_ev": 7.75, "e_lumo_ev": 0.8, "mol_weight_g_mol": 118.2}

#four
{"formula": "C5H14N2O", "method": "the ωB97M-V functional and the def2-TZVPD basis", "species": ["C", "H", "C", "H", "O", "H", "H", "C", "C", "H", "H", "H", "H", "N", "H", "H", "N", "H", "H", "C", "H", "H"], "coordinates": [[-0.998, -1.311, -0.214], [0.315, -1.694, 2.417], [-0.064, 2.082, -1.073], [-0.407, 3.038, -1.044], [0.178, 0.155, 1.607], [-2.131, 1.156, -1.473], [0.840, 1.388, 0.670], [0.230, -2.001, 0.332], [0.830, -1.165, 1.598], [0.099, -3.054, 0.596], [1.968, -1.448, 1.695], [-1.463, -0.913, 0.662], [-1.604, -2.071, -0.729], [1.080, 1.771, -0.268], [1.790, 2.603, -0.267], [0.934, -1.984, -0.535], [-0.564, -0.223, -1.090], [0.461, -0.098, -0.957], [0.232, 1.949, -2.100], [-1.227, 1.042, -0.866], [-1.582, 1.013, 0.174], [1.084, -0.234, 0.865]], "mulliken_charge": [-0.466, 0.475, -0.958, 0.543, -0.633, 0.380, 0.290, -1.065, -0.402, 0.451, 0.272, 0.317, 0.409, -0.539, 0.206, 0.402, -0.468, 0.436, 0.323, -0.381, 0.275, 0.133], "total_charge": 0, "orbital_gap_ev": 9.09, "e_lumo_ev": 0.7, "mol_weight_g_mol": 118.2}

The computed energies, referenced to the most stable structure and given in eV, are #one 0.000; #two 1.684; #three 2.902; #four 4.343.

#one
{"formula": "C24H27BrCsN2O3Te2", "method": "the ωB97M-V functional and the def2-TZVPD basis", "species": ["H", "C", "H", "C", "C", "H", "C", "H", "C", "H", "H", "Br", "C", "H", "C", "H", "C", "C", "H", "C", "C", "C", "C", "O", "H", "H", "H", "Te", "H", "C", "H", "H", "N", "H", "Te", "C", "H", "H", "O", "H", "Cs", "C", "C", "H", "C", "C", "C", "H", "H", "C", "O", "H", "H", "C", "N", "H", "H", "C", "H", "C"], "coordinates": [[-8.658, -0.999, 6.185], [0.214, -3.910, -6.246], [0.096, 3.871, 5.429], [3.468, 1.546, -0.971], [1.507, -3.405, -6.224], [3.524, 2.672, 0.816], [-6.267, -0.332, 3.869], [2.114, -3.421, -7.121], [-7.722, -1.071, 5.643], [-8.204, 0.495, 4.255], [-0.816, -0.262, -2.513], [-2.367, -2.557, -0.446], [-7.465, -0.237, 4.563], [-6.942, -2.664, 6.853], [-0.559, -3.886, -5.096], [-1.568, -4.281, -5.116], [-0.951, -3.328, -2.729], [2.495, 0.537, -0.351], [1.748, 4.973, 1.505], [4.864, 3.504, -0.657], [2.021, -2.890, -5.043], [1.247, -2.865, -3.893], [-1.077, -2.350, -1.838], [3.624, 0.386, -3.086], [-0.608, 4.692, 4.029], [-6.082, 0.321, 3.025], [0.028, 4.508, 1.405], [1.230, 2.904, 3.188], [6.113, 4.045, -2.319], [-5.562, -2.094, 5.319], [2.052, -0.228, 2.049], [-0.194, -4.325, -7.159], [1.435, 0.277, -1.429], [0.851, 1.089, -1.626], [-3.476, -1.418, 3.160], [3.922, 2.599, -0.188], [1.666, -2.488, -2.971], [5.319, 2.169, -3.744], [1.976, 0.918, 0.814], [3.033, -2.507, -5.012], [-0.682, 0.083, 1.328], [-5.286, -1.261, 4.231], [5.374, 3.351, -1.939], [2.065, -1.751, 2.370], [4.939, 2.308, -2.740], [1.052, 4.139, 1.457], [3.995, 1.407, -2.261], [0.990, 5.189, 4.646], [2.999, -0.451, -0.325], [0.321, 4.348, 4.477], [1.779, -0.906, 2.726], [1.274, 3.519, 0.593], [-1.601, -4.190, -2.614], [-0.063, -3.346, -3.908], [0.765, -0.898, -1.324], [5.204, 4.313, -0.023], [-4.824, -2.827, 5.618], [-6.760, -2.001, 6.015], [2.779, 0.047, -2.730], [-0.348, -1.059, -1.924]], "mulliken_charge": [0.341, -0.487, 0.282, 0.175, -0.412, 0.505, -0.293, 0.376, -0.393, 0.318, 0.400, -0.281, -0.434, 0.318, -0.392, 0.403, -0.854, 0.105, 0.338, -1.044, -0.704, -0.271, 0.625, -0.673, 0.277, 0.314, 0.432, 0.248, 0.359, -0.256, 0.387, 0.366, 0.062, 0.239, -0.251, -0.487, 0.611, 0.421, -0.869, 0.405, 1.119, -0.356, -0.292, 0.285, -0.737, -0.948, 0.611, 0.303, 0.129, -1.018, -0.716, 0.182, 0.460, 0.383, -0.457, 0.399, 0.317, -0.428, 0.405, -0.846], "total_charge": -1, "orbital_gap_ev": 5.30, "e_lumo_ev": 1.8, "mol_weight_g_mol": 859.5}

#two
{"formula": "C24H27BrCsN2O3Te2", "method": "the ωB97M-V functional and the def2-TZVPD basis", "species": ["C", "Br", "C", "H", "C", "Te", "H", "H", "C", "C", "H", "H", "H", "H", "H", "C", "H", "H", "C", "H", "C", "N", "C", "H", "H", "C", "H", "O", "C", "N", "C", "O", "H", "C", "C", "H", "C", "C", "C", "C", "H", "Te", "H", "H", "H", "C", "H", "C", "Cs", "C", "H", "H", "C", "H", "H", "H", "C", "C", "H", "O"], "coordinates": [[1.933, 6.142, -1.072], [-2.561, 2.093, -0.356], [5.372, -0.400, 0.211], [-8.870, -1.290, -2.164], [-6.546, -2.917, -0.322], [0.685, 3.756, 0.436], [2.802, 7.732, -2.214], [5.462, -0.144, -0.843], [1.526, 5.678, 0.182], [-0.214, -7.309, 0.113], [1.397, 6.196, 2.257], [5.411, 0.514, 0.800], [-8.378, -3.539, -1.250], [-7.310, 0.574, -1.761], [-4.788, -2.022, 0.515], [-7.971, -1.457, -1.585], [-1.246, -2.468, -1.258], [6.180, -1.063, 0.509], [-3.693, 0.505, -0.537], [-1.303, -2.942, 1.643], [2.665, 8.238, -0.132], [-1.652, -2.513, -0.323], [-5.012, 0.547, -0.444], [3.869, -2.323, -1.891], [-0.090, -8.378, -0.013], [-0.556, -4.551, 0.442], [-0.500, -0.513, 2.924], [0.477, -2.401, 0.766], [-7.695, -2.718, -1.073], [-2.389, -1.426, 0.032], [-2.863, -0.672, -0.875], [-2.925, -4.895, 0.094], [2.702, -3.301, -0.968], [-7.094, -0.409, -1.358], [-0.692, -3.046, 0.721], [1.530, -4.470, 0.735], [0.887, -6.498, 0.355], [-1.480, -6.753, 0.027], [-5.668, -1.867, -0.094], [2.265, 7.792, 1.121], [2.391, 8.430, 1.989], [3.473, -1.305, 0.584], [1.878, -6.926, 0.427], [3.104, 9.221, -0.253], [4.447, -3.500, -0.681], [3.663, -2.790, -0.931], [1.807, 5.500, -1.935], [1.704, 6.532, 1.274], [0.105, 0.116, 0.017], [-1.652, -5.383, 0.192], [-6.324, -3.892, 0.094], [-5.491, 1.505, -0.268], [0.702, -5.132, 0.518], [0.570, -1.254, 2.087], [-2.832, -3.944, -0.095], [-2.629, -0.828, -1.935], [2.495, 7.402, -1.228], [-5.922, -0.604, -0.626], [-2.353, -7.361, -0.172], [0.423, -0.454, 2.656]], "mulliken_charge": [-0.283, -0.389, -1.027, 0.366, -0.681, -0.273, 0.317, 0.285, -0.305, -0.275, 0.315, 0.287, 0.375, 0.414, 0.599, -0.469, 0.216, 0.302, 0.573, 0.124, -0.398, 0.005, -0.638, 0.392, 0.355, -0.040, 0.279, -0.951, -0.424, -0.465, -1.047, -0.685, 0.236, -0.376, 0.432, 0.520, -0.959, -0.725, -0.326, -0.435, 0.319, 0.299, 0.395, 0.340, 0.349, -1.050, 0.314, -0.290, 1.228, 0.625, 0.408, 0.453, -0.557, 0.414, 0.400, 0.448, -0.422, 0.429, 0.420, -0.742], "total_charge": -1, "orbital_gap_ev": 5.26, "e_lumo_ev": 1.9, "mol_weight_g_mol": 859.5}

The computed energies, referenced to the most stable structure and given in eV, are #one 0.000; #two 0.699.

#one
{"formula": "C4H15N3O", "method": "the ωB97M-V functional and the def2-TZVPD basis", "species": ["H", "H", "H", "N", "C", "C", "H", "O", "H", "H", "H", "H", "N", "H", "C", "H", "H", "H", "H", "H", "N", "H", "C"], "coordinates": [[-1.282, -1.581, -1.990], [1.510, 0.985, -1.372], [-1.502, 1.614, -1.094], [0.813, 0.251, -1.303], [-0.264, 1.189, 0.617], [1.819, -0.152, 0.924], [2.237, 0.839, 1.012], [-1.202, -2.300, -1.346], [1.248, -0.540, -1.765], [3.388, -1.447, 0.990], [-3.405, 0.468, -0.179], [-0.357, 1.117, 1.709], [2.796, -1.056, 0.280], [2.278, -1.783, -0.092], [-1.607, 1.382, -0.032], [-2.533, -0.072, 1.061], [0.316, 2.070, 0.462], [1.556, -0.499, 1.933], [-1.685, -2.012, -0.569], [-0.101, -0.897, 0.206], [-2.467, 0.181, 0.078], [-2.085, 2.265, 0.359], [0.529, -0.023, 0.112]], "mulliken_charge": [0.331, 0.266, 0.333, -0.568, -1.107, -0.848, 0.302, -0.684, 0.302, 0.244, 0.233, 0.342, -0.592, 0.228, -0.804, 0.224, 0.411, 0.381, 0.333, 0.125, -0.481, 0.417, 0.612], "total_charge": 0, "orbital_gap_ev": 10.12, "e_lumo_ev": 0.9, "mol_weight_g_mol": 121.2, "smiles": "NCC[C@@H](N)CN.O"}

#two
{"formula": "C4H15N3O", "method": "the ωB97M-V functional and the def2-TZVPD basis", "species": ["H", "C", "H", "H", "C", "H", "H", "N", "N", "H", "N", "H", "C", "H", "C", "H", "H", "H", "H", "H", "H", "O", "H"], "coordinates": [[-2.146, -0.462, -2.654], [-1.333, 0.198, 1.425], [-0.488, 1.361, -2.340], [1.349, -2.683, 0.687], [-2.327, 0.321, -1.916], [2.299, 0.098, -0.155], [-1.203, -0.786, 0.995], [0.855, -1.432, -0.726], [-0.347, 0.690, 2.048], [-0.495, 1.586, 2.506], [0.704, -1.927, 0.390], [-2.326, 0.640, 1.405], [2.719, 0.150, 0.870], [3.734, -0.257, 0.851], [-1.011, 0.949, -1.478], [1.613, -1.811, -1.327], [-2.995, 1.057, -2.364], [2.756, 1.208, 1.150], [-1.183, 1.798, -0.819], [-2.840, -0.139, -1.071], [1.010, -0.088, 1.889], [1.944, -0.598, 1.752], [-0.288, 0.128, -1.118]], "mulliken_charge": [0.279, -0.517, 0.404, 0.219, -0.953, 0.235, 0.372, -0.364, -0.371, 0.183, -0.216, 0.347, -0.607, 0.235, -0.382, 0.179, 0.322, 0.273, 0.284, 0.267, 0.461, -0.577, -0.074], "total_charge": 0, "orbital_gap_ev": 9.66, "e_lumo_ev": 1.0, "mol_weight_g_mol": 121.2, "smiles": "[H]/N=N\\[H].C=N.CC.CO"}

#three
{"formula": "C4H15N3O", "method": "the ωB97M-V functional and the def2-TZVPD basis", "species": ["H", "N", "N", "H", "H", "H", "N", "H", "H", "H", "H", "H", "H", "H", "H", "C", "H", "H", "O", "C", "H", "C", "C"], "coordinates": [[1.447, 1.661, 0.575], [0.599, 1.417, 2.505], [-0.006, 0.512, -1.041], [-0.755, 1.163, -1.259], [-0.333, 1.796, 2.497], [0.408, -0.069, 4.055], [-0.581, -1.546, -4.155], [1.776, 0.227, 1.372], [-0.386, -0.712, 0.712], [-0.292, -0.136, 5.431], [-1.054, -1.334, -1.223], [-0.380, 0.445, -3.555], [-1.118, 0.817, 0.700], [0.539, -1.368, -1.716], [-1.906, -0.287, -3.236], [0.967, 0.943, 1.184], [-1.339, -2.202, -4.160], [0.253, -2.069, -4.092], [0.496, -0.401, 4.964], [-0.180, 0.320, 0.429], [1.225, 2.065, 2.956], [-0.342, -0.718, -1.791], [-0.833, -0.484, -3.201]], "mulliken_charge": [0.420, -0.478, -0.408, 0.230, 0.210, 0.361, -0.582, 0.227, 0.274, 0.294, 0.241, 0.329, 0.330, 0.270, 0.344, -0.563, 0.237, 0.224, -0.702, -0.487, 0.198, -0.342, -0.625], "total_charge": 0, "orbital_gap_ev": 10.10, "e_lumo_ev": 0.9, "mol_weight_g_mol": 121.2, "smiles": "NCCNCCN.O"}

#four
{"formula": "C4H15N3O", "method": "the ωB97M-V functional and the def2-TZVPD basis", "species": ["H", "H", "H", "H", "H", "C", "H", "H", "O", "C", "H", "N", "H", "H", "H", "H", "H", "N", "C", "C", "N", "H", "H"], "coordinates": [[-3.055, 1.330, 0.643], [1.821, -1.780, 1.278], [-0.834, 2.371, -1.371], [0.114, -0.802, -0.478], [1.892, -1.116, -1.152], [-2.339, 0.522, 0.830], [1.784, 2.274, 1.120], [-1.961, 0.603, 1.854], [-1.884, 0.423, -1.444], [0.997, -1.549, -0.700], [0.407, -2.782, 0.966], [-1.252, 0.561, -0.146], [0.517, -2.164, -1.471], [0.648, 1.734, -1.675], [1.957, -3.240, 0.255], [-2.886, -0.429, 0.765], [-1.737, -0.517, -1.641], [-0.023, 1.684, 0.224], [1.271, 1.357, 0.808], [1.323, -2.387, 0.517], [0.132, 2.299, -1.000], [1.940, 0.849, 0.100], [1.169, 0.760, 1.719]], "mulliken_charge": [0.290, 0.228, 0.335, -0.218, 0.260, -0.961, 0.296, 0.302, -0.463, -0.234, 0.275, -0.050, 0.405, 0.255, 0.339, 0.274, 0.357, 0.127, -0.626, -0.955, -0.728, 0.236, 0.255], "total_charge": 0, "orbital_gap_ev": 8.47, "e_lumo_ev": 0.7, "mol_weight_g_mol": 121.2, "smiles": "CN(N)N(C)O.CC"}

The computed energies, referenced to the most stable structure and given in eV, are #one 0.000; #two 3.591; #three 0.775; #four 5.590.

#one
{"formula": "CH3NOS2", "method": "the ωB97M-V functional and the def2-TZVPD basis", "species": ["H", "H", "S", "S", "N", "O", "C", "H"], "coordinates": [[-2.157, -1.160, 1.254], [1.163, 2.069, 0.182], [-0.397, -0.320, 0.141], [-0.157, 2.215, 0.250], [2.661, -1.129, -0.152], [-1.763, -1.321, 0.358], [3.572, -1.787, 0.028], [4.415, -2.469, 0.400]], "mulliken_charge": [0.354, 0.152, 0.228, -0.266, -0.301, -0.464, 0.046, 0.251], "total_charge": 0, "orbital_gap_ev": [7.10, 7.10], "e_lumo_ev": [-1.5, -1.5], "mol_weight_g_mol": 109.2, "smiles": "C#N.OSS"}

#two
{"formula": "CH3NOS2", "method": "the ωB97M-V functional and the def2-TZVPD basis", "species": ["C", "O", "H", "N", "S", "S", "H", "H"], "coordinates": [[-0.136, 1.600, -0.678], [-0.054, -2.287, -1.125], [-0.089, 1.363, -1.872], [0.221, 0.719, 0.195], [-0.519, 3.172, -0.047], [-1.042, -1.839, 0.076], [0.129, 0.958, 1.196], [0.915, -2.138, -1.067]], "mulliken_charge": [0.127, -0.410, 0.273, -0.449, -0.160, 0.058, 0.206, 0.355], "total_charge": 0, "orbital_gap_ev": [6.28, 7.42], "e_lumo_ev": [-2.6, -1.2], "mol_weight_g_mol": 109.2}

The computed energies, referenced to the most stable structure and given in eV, are #one 0.000; #two 0.579.